103
Properties=species:S:1:pos:R:3:forces:R:3 method="wB97M-V/def2-TZVPD" total_charge=0 gap_ev="6.14 / 6.14" relative_energy_kj_mol=177.1 molar_mass_g_mol=985.300 energy_ha=-3811.4785 homo_ev="-7.46 / -7.46"
Pd -0.6798 1.4995 0.9000 -0.5 0.9 -0.3
O 1.4998 0.7838 -0.0787 -0.1 0.0 0.0
P 2.5125 -0.2303 0.2585 0.6 -0.4 -0.2
C 2.3396 -1.5973 -0.9615 -0.5 0.1 0.5
P 0.6661 -2.2759 -0.5045 0.8 -0.6 -1.1
O -0.0616 -1.3894 0.4086 -0.5 0.0 0.6
C 1.0170 -3.8827 0.2675 -0.2 0.3 -0.3
C 0.5446 -4.0707 1.5587 -0.1 0.2 0.0
C 0.7777 -5.2668 2.2128 0.0 -0.1 0.0
C 1.4835 -6.2728 1.5727 0.0 0.0 0.1
C 1.9521 -6.0880 0.2806 0.1 -0.1 -0.1
C 1.7202 -4.8925 -0.3753 0.0 0.0 0.0
C -0.2690 -2.4886 -2.0496 0.3 0.0 0.4
C -1.6406 -2.6103 -1.8652 0.0 -0.1 0.0
C -2.4935 -2.6116 -2.9513 0.0 0.0 0.0
C -1.9734 -2.4794 -4.2291 0.0 0.0 0.0
C -0.6062 -2.3691 -4.4174 0.1 0.0 -0.2
C 0.2507 -2.3796 -3.3300 0.1 -0.1 0.0
C 2.3753 -0.9310 1.9233 0.2 0.2 -0.3
C 3.2952 -1.8746 2.3638 0.0 0.1 0.0
C 3.1632 -2.4257 3.6253 0.1 -0.1 0.1
C 2.1162 -2.0301 4.4434 0.0 0.0 0.0
C 1.2115 -1.0730 4.0087 -0.1 0.1 0.0
C 1.3393 -0.5152 2.7483 -0.2 0.2 -0.1
C 4.1961 0.4547 0.1551 -0.4 -0.4 0.1
C 5.1089 0.1801 -0.8508 -0.1 -0.1 0.0
C 6.3328 0.8292 -0.8717 0.1 0.0 -0.1
C 6.6417 1.7584 0.1081 0.0 0.0 0.0
C 5.7239 2.0444 1.1084 0.0 0.0 0.1
C 4.5030 1.3951 1.1307 0.0 0.0 0.0
H 3.1244 -2.3489 -0.9524 0.0 -0.1 0.1
H 2.2917 -1.0942 -1.9302 0.0 0.0 0.0
H 0.0023 -3.2644 2.0307 -0.1 0.1 0.1
H 0.4094 -5.4161 3.2172 0.0 0.0 0.1
H 1.6757 -7.2036 2.0855 0.0 -0.1 0.0
H 2.4961 -6.8813 -0.2127 0.0 0.0 0.0
H 2.0784 -4.7422 -1.3844 0.1 0.0 -0.1
H -2.0235 -2.6819 -0.8586 -0.2 0.0 0.1
H -3.5591 -2.6907 -2.7970 -0.1 0.0 0.0
H -2.6366 -2.4550 -5.0804 -0.1 0.0 -0.1
H -0.2043 -2.2536 -5.4137 0.0 0.0 -0.1
H 1.3165 -2.3044 -3.4890 0.1 0.1 0.0
H 4.1122 -2.1693 1.7182 0.1 -0.1 0.0
H 3.8706 -3.1651 3.9727 0.0 0.0 0.0
H 2.0055 -2.4710 5.4241 0.0 0.0 0.1
H 0.3960 -0.7659 4.6454 -0.1 0.0 0.1
H 0.6191 0.2300 2.3855 0.5 -0.5 0.4
H 4.8684 -0.5405 -1.6186 0.0 -0.1 -0.1
H 7.0490 0.6093 -1.6512 0.0 0.0 -0.1
H 7.5969 2.2650 0.0916 0.0 0.0 0.0
H 5.9607 2.7708 1.8725 0.0 0.1 0.0
H 3.7600 1.6170 1.8850 0.0 0.1 0.2
C 4.0354 1.9919 -4.1262 0.0 0.1 0.1
C 3.2776 2.5387 -2.9506 0.0 0.0 0.0
C 3.9249 3.2169 -1.9255 -0.1 0.0 0.0
C 3.2267 3.6122 -0.7950 0.0 0.1 0.2
C 1.8810 3.3366 -0.6905 -0.4 0.2 0.2
C 1.2046 2.7056 -1.7232 -0.2 0.0 -0.3
C 1.9066 2.3132 -2.8473 0.0 0.1 0.1
S 0.9994 3.7312 0.8192 0.2 1.3 -0.6
O 1.2025 2.6694 1.8068 -0.6 -0.7 0.1
O 1.3972 5.0427 1.2655 0.0 -0.4 -0.3
N -0.5152 3.6028 0.3632 1.6 -2.5 0.2
C -1.4763 4.5515 0.3716 -1.2 1.0 0.0
C -1.2903 5.8723 -0.0067 0.2 -0.8 0.1
C -2.3735 6.7509 -0.0346 -0.6 0.1 0.1
C -3.6435 6.3319 0.2788 0.2 0.3 -0.1
C -3.8718 5.0085 0.6983 0.4 -0.3 0.0
C -5.1319 4.5078 1.0851 0.0 -0.2 0.2
C -5.2254 3.2305 1.5663 -0.2 0.2 -0.1
C -4.0693 2.4362 1.6443 0.3 0.2 -0.1
N -2.8904 2.8519 1.2507 -0.5 -0.1 0.2
C -2.7747 4.1104 0.7736 -0.3 0.5 0.0
H 5.0216 2.4448 -4.1991 0.1 0.0 -0.1
H 3.4916 2.1609 -5.0547 0.0 0.0 -0.1
H 4.1616 0.9131 -4.0097 0.1 0.0 0.0
H 4.9844 3.4177 -1.9939 0.1 0.0 0.0
H 3.7167 4.1147 0.0235 0.2 0.1 0.0
H 0.1460 2.4753 -1.6249 0.3 0.1 -0.1
H 1.3945 1.7967 -3.6480 -0.1 0.0 0.0
H -0.2964 6.2014 -0.2691 0.0 0.1 0.0
H -2.2037 7.7813 -0.3145 0.0 0.0 -0.1
H -4.4777 7.0154 0.2402 -0.1 0.1 0.0
H -6.0016 5.1471 1.0246 -0.1 0.1 0.0
H -6.1687 2.8197 1.8918 -0.1 0.0 0.0
H -4.1233 1.4335 2.0454 0.0 -0.1 0.1
O -2.0749 -0.1978 1.8088 0.5 0.3 0.0
C -2.6161 -0.2032 0.6821 -0.5 -0.6 0.5
O -2.1645 0.4414 -0.3011 0.7 1.4 -0.1
C -3.8906 -0.9644 0.4733 0.0 0.1 -0.2
C -4.7277 -0.5954 -0.5723 0.3 0.0 0.1
C -5.9390 -1.2371 -0.7956 -0.3 -0.3 0.1
C -6.2609 -2.2694 0.0517 0.3 -0.1 0.3
O -7.3673 -3.0773 0.0327 0.2 0.4 -0.3
C -7.1969 -3.9929 1.0931 -0.7 -0.9 0.4
O -5.9927 -3.7053 1.7695 0.5 0.3 0.1
C -5.4231 -2.6465 1.1034 -0.3 0.2 -0.4
C -4.2377 -2.0002 1.3479 -0.2 -0.2 0.0
H -4.4153 0.2104 -1.2163 0.0 0.1 -0.1
H -6.5976 -0.9450 -1.5945 -0.1 0.0 -0.2
H -7.1579 -5.0227 0.6931 0.0 0.4 0.1
H -8.0426 -3.9043 1.7959 0.2 0.0 -0.2
H -3.5894 -2.2638 2.1670 0.1 0.0 0.1